Density functional theory data (ωB97M-V with the def2-TZVPD basis set) for 2 unconnected molecules or ions with the total composition C27H54N3 at a distorted geometry.

The value obtained for the total energy is -33337.96930 eV. As for the HOMO energy: -12.2 eV. As for the energy relative to the best compared isomer or geometry (same formula, charge and spin): 0.00 kcal per mole. Its net charge is +1.

Last columns: bonded neighbours and bond lengths (Å).
Geometry (Å):
1 C -4.514 -6.595 -0.033  C2 1.182, H25 1.069
2 C -3.756 -6.442 0.861  C1 1.182, C3 1.468
3 C -2.701 -6.230 1.859  C2 1.468, N4 1.474, H26 1.088, H27 1.087
4 N -1.560 -5.501 1.278  C3 1.474, C5 1.318, H28 1.006
5 C -0.798 -6.045 0.350  N4 1.318, N6 1.360, N9 1.353
6 N -0.972 -7.289 -0.172  C5 1.360, C7 1.485, H29 1.015
7 C -0.477 -7.132 -1.563  N6 1.485, C8 1.523, H30 1.080, H31 1.092
8 C 0.808 -6.373 -1.259  C7 1.523, N9 1.498, H32 1.082, H33 1.090
9 N 0.258 -5.431 -0.233  C5 1.353, C8 1.498, C10 1.477
10 C 1.210 -4.643 0.575  N9 1.477, C11 1.526, H34 1.091, H35 1.087
11 C 1.685 -3.399 -0.170  C10 1.526, C12 1.548, H36 1.090, H37 1.088
12 C 2.735 -2.621 0.659  C11 1.548, C13 1.544, H38 1.089, H39 1.086
13 C 2.183 -1.255 1.118  C12 1.544, C14 1.544, H40 1.090, H41 1.084
14 C 1.510 -1.295 2.507  C13 1.544, C15 1.529, H42 1.089, H43 1.094
15 C 0.061 -0.811 2.562  C14 1.529, C16 1.530, H44 1.094, H45 1.095
16 C -0.142 0.705 2.586  C15 1.530, C17 1.526, H46 1.091, H47 1.093
17 C 0.539 1.490 1.469  C16 1.526, C18 1.534, H48 1.092, H49 1.090
18 C -0.062 1.239 0.080  C17 1.534, C19 1.546, H50 1.089, H51 1.090
19 C 0.891 1.642 -1.068  C18 1.546, C20 1.545, H52 1.088, H53 1.089
20 C 1.086 0.565 -2.159  C19 1.545, C21 1.527, H54 1.093, H55 1.091
21 C 0.138 0.666 -3.352  C20 1.527, C22 1.536, H56 1.091, H57 1.092
22 C -1.227 -0.018 -3.180  C21 1.536, C23 1.549, H58 1.090, H59 1.092
23 C -2.327 0.879 -2.557  C22 1.549, C24 1.542, H60 1.087, H61 1.088
24 C -3.063 0.219 -1.374  C23 1.542, H62 1.089, H63 1.089, H64 1.087
25 H -5.285 -6.670 -0.769  C1 1.069
26 H -2.335 -7.174 2.259  C3 1.088
27 H -3.109 -5.622 2.662  C3 1.087
28 H -1.340 -4.573 1.599  N4 1.006
29 H -1.891 -7.716 -0.127  N6 1.015
30 H -0.405 -8.040 -2.142  C7 1.080
31 H -1.106 -6.373 -2.034  C7 1.092
32 H 1.199 -5.810 -2.097  C8 1.082
33 H 1.550 -6.965 -0.723  C8 1.090
34 H 2.056 -5.284 0.830  C10 1.091
35 H 0.712 -4.320 1.486  C10 1.087
36 H 0.798 -2.783 -0.316  C11 1.090
37 H 2.086 -3.672 -1.144  C11 1.088
38 H 2.983 -3.191 1.553  C12 1.089
39 H 3.625 -2.458 0.059  C12 1.086
40 H 3.024 -0.561 1.155  C13 1.090
41 H 1.510 -0.871 0.359  C13 1.084
42 H 2.128 -0.773 3.236  C14 1.089
43 H 1.503 -2.341 2.829  C14 1.094
44 H -0.363 -1.195 3.494  C15 1.094
45 H -0.533 -1.262 1.760  C15 1.095
46 H 0.185 1.097 3.550  C16 1.091
47 H -1.216 0.901 2.533  C16 1.093
48 H 0.406 2.550 1.690  C17 1.092
49 H 1.615 1.317 1.465  C17 1.090
50 H -0.374 0.204 -0.048  C18 1.089
51 H -0.942 1.877 -0.004  C18 1.090
52 H 0.508 2.527 -1.574  C19 1.088
53 H 1.875 1.872 -0.662  C19 1.089
54 H 1.016 -0.436 -1.724  C20 1.093
55 H 2.107 0.655 -2.533  C20 1.091
56 H 0.606 0.230 -4.236  C21 1.091
57 H -0.022 1.717 -3.600  C21 1.092
58 H -1.573 -0.316 -4.170  C22 1.090
59 H -1.128 -0.935 -2.598  C22 1.092
60 H -3.074 1.111 -3.312  C23 1.087
61 H -1.872 1.813 -2.232  C23 1.088
62 H -2.397 -0.471 -0.857  C24 1.089
63 H -3.358 0.973 -0.645  C24 1.089
64 H -3.948 -0.313 -1.712  C24 1.087
65 C 1.264 5.535 -1.632  C66 1.526, H71 1.090, H72 1.092, H73 1.092
66 C 0.552 5.327 -0.299  C65 1.526, C67 1.528, H74 1.094, H75 1.094
67 C -0.424 6.449 0.052  C66 1.528, C68 1.529, H76 1.094, H77 1.095
68 C 0.217 7.828 0.221  C67 1.529, C69 1.528, H78 1.094, H79 1.093
69 C 1.316 7.898 1.280  C68 1.528, C70 1.526, H80 1.093, H81 1.094
70 C 0.826 7.571 2.688  C69 1.526, H82 1.092, H83 1.091, H84 1.091
71 H 1.871 6.440 -1.629  C65 1.090
72 H 1.929 4.697 -1.851  C65 1.092
73 H 0.544 5.612 -2.449  C65 1.092
74 H 1.292 5.205 0.497  C66 1.094
75 H -0.006 4.386 -0.342  C66 1.094
76 H -0.960 6.181 0.967  C67 1.094
77 H -1.185 6.515 -0.732  C67 1.095
78 H -0.568 8.545 0.476  C68 1.094
79 H 0.626 8.161 -0.737  C68 1.093
80 H 1.734 8.907 1.277  C69 1.093
81 H 2.140 7.229 1.015  C69 1.094
82 H 0.033 8.257 2.992  C70 1.092
83 H 1.638 7.659 3.410  C70 1.091
84 H 0.437 6.553 2.755  C70 1.091